<i>
Below is a cluster of 2 separate species, C6H8O2 in total, with properties calculated with wB97M-V/def2-TZVPD.

Last column: Löwdin charge in e.
CARTESIAN COORDINATES (ANGSTROEM)
1 C 2.54 0.50 -0.03  -0.02
2 C 0.84 -1.17 -0.23  -0.11
3 C -0.33 -0.27 -0.04  -0.29
4 C -2.68 -0.61 0.32  -0.10
5 C -0.33 1.16 0.29  -0.08
6 C -0.56 2.46 -0.17  0.10
7 H 3.01 0.80 -1.19  0.16
8 H 1.84 1.21 0.33  -0.02
9 H 3.51 0.23 1.02  0.20
10 H 0.75 -2.28 -0.26  0.14
11 H -2.36 -1.10 1.33  0.13
12 H -3.40 -1.06 -0.36  0.09
13 H -2.92 0.44 0.50  0.07
14 H -1.29 3.45 -0.22  0.09
15 O 2.04 -0.96 0.21  -0.18
16 O -1.55 -0.81 -0.46  -0.18

The value obtained for the molar mass is 112.13 g mol⁻¹. Its HOMO-LUMO gap is 7.553 eV. As for the net charge: 0. The calculation puts the HOMO energy at -7.6 eV.

---

<ii>
Below is a structure of composition C6H8O2, with properties calculated with wB97M-V/def2-TZVPD.

Last column: Löwdin charge in e.
CARTESIAN COORDINATES (ANGSTROEM)
1 C 1.14 1.37 -0.32  -0.02
2 C 1.02 0.08 0.15  -0.59
3 C -0.05 -0.73 -0.44  -0.29
4 C -2.03 0.22 -0.21  -0.17
5 C -1.48 0.40 1.03  0.03
6 C -0.15 -0.50 0.90  -0.10
7 H 0.25 1.80 -0.91  0.11
8 H 2.30 1.26 -1.03  0.18
9 H 1.52 2.15 0.48  0.12
10 H 2.47 -0.57 -0.71  0.09
11 H -0.07 -1.66 -0.76  0.13
12 H -3.13 0.31 -0.63  0.17
13 H -1.92 0.69 2.07  0.12
14 H 0.21 -1.16 1.67  0.15
15 O 2.17 -0.61 0.19  0.05
16 O -1.21 -0.36 -1.06  0.00

The value obtained for the molar mass is 112.13 g mol⁻¹. Its HOMO-LUMO gap is 9.020 eV. As for the net charge: 0. The calculation puts the HOMO energy at -8.2 eV.

---

<iii>
Below is an isolated molecule of C6H8O2, with properties calculated with wB97M-V/def2-TZVPD.

Last column: Löwdin charge in e.
CARTESIAN COORDINATES (ANGSTROEM)
1 C -1.36 0.57 1.07  -0.01
2 C -0.91 0.26 -0.37  -0.34
3 C 0.28 1.13 -0.96  -0.11
4 O 1.51 0.59 -0.45  -0.10
5 C 1.45 -0.53 0.35  -0.18
6 C 0.64 -1.48 0.20  -0.05
7 C -0.26 -0.95 -0.70  -0.40
8 O -1.62 -0.89 -1.08  0.08
9 H -2.29 1.21 1.19  0.09
10 H -1.30 -0.44 1.81  0.15
11 H -0.42 1.02 1.52  0.08
12 H 0.13 1.07 -2.10  0.15
13 H 0.35 2.23 -0.34  0.18
14 H 2.47 -0.57 0.59  0.13
15 H 0.82 -2.36 0.77  0.13
16 H 0.52 -0.85 -1.50  0.17

The value obtained for the molar mass is 112.13 g mol⁻¹. Its HOMO-LUMO gap is 9.860 eV. As for the net charge: 0. The calculation puts the HOMO energy at -9.0 eV.

---

Which is most stable? The ranking, best first, is <ii>, <iii>, <i>.

---

<i>
Below is a structure of composition C6H8O2, with properties calculated with wB97M-V/def2-TZVPD.

Last column: Löwdin charge in e.
CARTESIAN COORDINATES (ANGSTROEM)
1 C 1.76 -0.19 0.03  -0.15
2 C 0.68 0.93 -0.40  -0.18
3 C -0.56 0.95 0.38  -0.19
4 C 0.02 -1.05 0.21  -0.54
5 C -1.45 -1.30 -0.20  0.01
6 C -1.81 -0.06 0.04  -0.04
7 H 1.89 0.33 0.99  0.11
8 H 2.82 -0.24 -0.52  0.17
9 H 0.25 0.91 -1.45  0.15
10 H 1.05 1.91 0.09  0.15
11 H -0.81 1.97 0.62  0.14
12 H -0.01 -0.53 -0.80  0.11
13 H -2.19 -2.32 -0.27  0.18
14 H -2.77 0.39 -0.19  0.09
15 O -0.15 -0.18 1.26  -0.06
16 O 1.28 -1.52 0.21  0.04

The value obtained for the molar mass is 112.13 g mol⁻¹. Its HOMO-LUMO gap is 9.469 eV. As for the net charge: 0. The calculation puts the HOMO energy at -8.5 eV.

---

<ii>
Below is an isolated molecule of C6H8O2, with properties calculated with wB97M-V/def2-TZVPD.

Last column: Löwdin charge in e.
CARTESIAN COORDINATES (ANGSTROEM)
1 C -0.64 2.18 0.45  0.00
2 C -0.53 1.03 -0.28  -0.22
3 C -0.26 -0.36 -0.02  -0.62
4 O -0.03 -0.74 1.28  -0.06
5 C 1.15 -0.42 -0.64  -0.12
6 C 2.13 -0.95 0.06  0.01
7 C -1.43 -1.10 -0.51  -0.20
8 O -2.32 -1.56 0.14  0.10
9 H -0.49 2.15 1.62  0.10
10 H -1.25 3.08 -0.23  0.13
11 H -0.93 1.30 -1.38  0.15
12 H -0.80 -1.38 1.61  0.18
13 H 1.37 0.28 -1.53  0.14
14 H 2.04 -0.99 1.31  0.15
15 H 3.16 -1.26 -0.12  0.06
16 H -1.19 -1.24 -1.75  0.19

The value obtained for the molar mass is 112.13 g mol⁻¹. Its HOMO-LUMO gap is 9.750 eV. As for the net charge: 0. The calculation puts the HOMO energy at -9.2 eV.

---

<iii>
Below is an isolated molecule of C6H8O2, with properties calculated with wB97M-V/def2-TZVPD.

Last column: Löwdin charge in e.
CARTESIAN COORDINATES (ANGSTROEM)
1 C 2.10 -0.10 -0.61  -0.05
2 C 1.05 0.28 0.38  -0.25
3 C 0.53 -0.62 1.46  -0.02
4 C -0.57 -0.19 0.55  -0.08
5 C -0.75 0.23 -0.83  -0.10
6 O -2.34 0.31 -0.68  -0.22
7 O -3.51 -0.52 -0.63  -0.05
8 C -0.14 1.18 0.15  -0.07
9 H 3.08 0.14 -0.18  0.08
10 H 2.10 -1.17 -0.83  0.09
11 H 2.01 0.48 -1.53  0.08
12 H 0.43 -0.22 2.46  0.11
13 H 0.84 -1.67 1.43  0.11
14 H -0.39 -0.19 -1.76  0.14
15 H -4.00 -0.11 0.11  0.09
16 H -0.43 2.16 0.48  0.13

The value obtained for the molar mass is 112.13 g mol⁻¹. Its HOMO-LUMO gap is 8.688 eV. As for the net charge: 0. The calculation puts the HOMO energy at -7.9 eV.

---

Which is most stable? The ranking, best first, is <ii>, <i>, <iii>.

---

<i>
Below is a structure of composition C35H29N9O2RbSe2, with properties calculated with wB97M-V/def2-TZVPD.

Last column: Löwdin charge in e.
CARTESIAN COORDINATES (ANGSTROEM)
1 Rb 0.76 2.61 0.40  0.85
2 O 1.86 4.33 2.30  -0.24
3 C 2.22 4.30 3.52  -0.46
4 C 1.71 5.32 4.44  -0.05
5 C 2.05 5.27 5.80  -0.14
6 C 2.93 4.31 6.30  -0.16
7 C 3.34 3.30 5.47  -0.10
8 C 2.99 3.26 4.12  -0.17
9 C 3.52 2.10 3.39  -0.14
10 N 3.15 1.71 2.23  -0.02
11 N 3.87 0.54 1.86  0.01
12 C 3.59 0.17 0.61  -0.51
13 O 2.80 0.70 -0.25  -0.23
14 C 4.33 -1.13 0.31  -0.15
15 C 4.10 -1.72 -0.89  -0.07
16 C 4.52 -3.02 -1.15  -0.11
17 C 5.38 -3.64 -0.28  -0.13
18 C 5.72 -3.04 0.92  -0.09
19 C 5.18 -1.81 1.19  -0.04
20 H 1.03 6.10 4.13  0.09
21 H 1.57 6.01 6.46  0.09
22 H 3.21 4.27 7.35  0.08
23 H 3.89 2.50 5.85  0.08
24 H 4.28 1.50 3.95  0.11
25 H 3.40 -1.21 -1.55  0.10
26 H 4.22 -3.47 -2.08  0.09
27 H 5.71 -4.59 -0.61  0.08
28 H 6.41 -3.49 1.60  0.09
29 H 5.37 -1.29 2.10  0.09
30 Se -4.29 3.55 1.48  0.66
31 Se -4.99 2.08 -0.14  0.65
32 C -3.48 2.02 -1.31  -0.68
33 C -3.47 0.97 -2.24  -0.11
34 C -2.30 0.77 -2.98  -0.05
35 C -1.24 1.65 -2.84  -0.07
36 C -1.40 2.68 -1.96  -0.21
37 N -2.48 2.87 -1.16  0.05
38 C -2.84 2.60 2.28  -0.68
39 C -2.06 3.28 3.22  -0.11
40 C -0.95 2.66 3.75  -0.06
41 C -0.64 1.36 3.35  -0.06
42 C -1.47 0.76 2.41  -0.18
43 N -2.57 1.35 1.96  0.03
44 H -4.28 0.25 -2.27  0.10
45 H -2.20 -0.14 -3.54  0.09
46 H -0.23 1.62 -3.31  0.13
47 H -0.58 3.40 -1.77  0.07
48 H -2.42 4.28 3.53  0.11
49 H -0.34 3.17 4.46  0.11
50 H 0.31 0.85 3.65  0.13
51 H -1.31 -0.29 2.11  0.10
52 C -3.14 -1.54 0.16  -0.01
53 C -1.77 -1.65 -0.38  -0.38
54 N -0.82 -0.77 -0.20  0.13
55 C 0.31 -1.33 -0.82  -0.09
56 C 0.04 -2.57 -1.29  -0.06
57 N -1.33 -2.77 -1.05  -0.05
58 C -2.20 -3.74 -1.57  -0.08
59 N -2.97 -3.15 -2.71  -0.03
60 N -4.34 -3.21 -2.65  0.03
61 N -4.86 -3.24 -3.82  0.07
62 C -3.80 -3.17 -4.77  -0.20
63 C -3.84 -3.18 -6.19  -0.02
64 C -2.59 -3.09 -6.76  -0.10
65 C -1.40 -2.95 -6.00  -0.09
66 C -1.38 -2.90 -4.63  -0.02
67 C -2.61 -3.06 -4.03  -0.21
68 H -3.30 -0.49 0.40  0.04
69 H -3.21 -2.18 1.04  0.10
70 H -3.89 -1.86 -0.58  0.06
71 H 1.24 -0.73 -0.75  0.08
72 H 0.65 -3.32 -1.74  0.10
73 H -2.94 -4.06 -0.80  0.15
74 H -1.61 -4.61 -1.84  0.14
75 H -4.79 -3.31 -6.72  0.12
76 H -2.47 -3.12 -7.85  0.10
77 H -0.43 -2.86 -6.55  0.12
78 H -0.43 -2.78 -4.09  0.11

The value obtained for the molar mass is 851.07 g mol⁻¹. Its HOMO-LUMO gap is 4.978 eV. As for the net charge: -1. The calculation puts the HOMO energy at -3.4 eV.

---

<ii>
Below is a structure of composition C35H29N9O2RbSe2, with properties calculated with wB97M-V/def2-TZVPD.

Last column: Löwdin charge in e.
CARTESIAN COORDINATES (ANGSTROEM)
1 Rb 0.05 -1.35 -1.01  0.82
2 O 1.48 -0.09 0.87  -0.31
3 C 1.38 0.54 2.03  -0.44
4 C 2.52 0.75 2.82  -0.06
5 C 2.58 1.71 3.82  -0.10
6 C 1.40 2.34 4.21  -0.15
7 C 0.24 1.93 3.65  -0.10
8 C 0.16 1.07 2.53  -0.16
9 C -1.18 0.74 2.03  -0.16
10 N -1.50 -0.07 1.12  -0.03
11 N -2.89 -0.33 1.24  0.02
12 C -3.44 -0.92 0.23  -0.61
13 O -2.91 -1.28 -0.83  -0.13
14 C -4.83 -1.35 0.40  -0.18
15 C -5.54 -2.04 -0.58  -0.04
16 C -6.88 -2.46 -0.39  -0.09
17 C -7.46 -2.17 0.83  -0.13
18 C -6.76 -1.45 1.81  -0.09
19 C -5.42 -1.09 1.62  -0.04
20 H 3.38 0.17 2.59  0.10
21 H 3.48 1.79 4.33  0.07
22 H 1.34 3.15 4.99  0.10
23 H -0.69 2.40 4.03  0.11
24 H -2.04 1.19 2.55  0.11
25 H -5.02 -2.36 -1.53  0.12
26 H -7.40 -2.89 -1.21  0.08
27 H -8.51 -2.37 0.95  0.08
28 H -7.31 -1.04 2.70  0.11
29 H -4.92 -0.55 2.41  0.10
30 Se -0.89 -5.58 -3.56  0.60
31 Se 1.41 -5.85 -3.34  0.60
32 C 2.06 -4.06 -2.83  -0.64
33 C 2.82 -4.01 -1.61  -0.10
34 C 3.46 -2.80 -1.35  -0.08
35 C 3.28 -1.66 -2.13  -0.09
36 C 2.46 -1.78 -3.22  -0.18
37 N 1.88 -2.96 -3.56  0.04
38 C -1.35 -4.88 -1.77  -0.65
39 C -2.68 -4.51 -1.53  -0.07
40 C -2.95 -4.04 -0.25  -0.05
41 C -1.89 -3.90 0.65  -0.05
42 C -0.62 -4.34 0.33  -0.16
43 N -0.40 -4.72 -0.91  -0.01
44 H 2.89 -4.89 -0.93  0.11
45 H 4.07 -2.71 -0.52  0.09
46 H 3.87 -0.75 -1.91  0.12
47 H 2.11 -1.00 -3.85  0.09
48 H -3.36 -4.56 -2.34  0.09
49 H -3.88 -3.77 0.11  0.08
50 H -2.09 -3.43 1.65  0.13
51 H 0.29 -4.22 0.90  0.11
52 C -1.17 1.65 -2.24  -0.03
53 C 0.17 2.14 -2.52  -0.37
54 N 0.97 1.75 -3.47  0.09
55 C 2.16 2.33 -3.29  -0.15
56 C 2.13 3.11 -2.11  -0.07
57 N 0.88 2.95 -1.63  0.01
58 C 0.42 3.36 -0.29  -0.02
59 N 1.44 4.12 0.42  -0.03
60 N 1.28 5.49 0.54  0.06
61 N 2.35 5.99 1.03  0.06
62 C 3.35 5.03 1.01  -0.22
63 C 4.71 5.07 1.24  -0.04
64 C 5.42 3.91 1.18  -0.08
65 C 4.76 2.70 0.84  -0.07
66 C 3.45 2.69 0.50  -0.05
67 C 2.74 3.84 0.60  -0.25
68 H -1.26 1.29 -1.22  0.05
69 H -1.28 0.78 -2.87  0.07
70 H -1.97 2.40 -2.48  0.11
71 H 3.07 2.26 -3.85  0.08
72 H 2.91 3.79 -1.74  0.13
73 H 0.22 2.48 0.33  0.12
74 H -0.48 4.05 -0.36  0.16
75 H 5.15 6.01 1.41  0.10
76 H 6.50 3.81 1.46  0.11
77 H 5.31 1.79 0.91  0.10
78 H 2.94 1.71 0.33  0.12

The value obtained for the molar mass is 851.07 g mol⁻¹. Its HOMO-LUMO gap is 5.822 eV. As for the net charge: -1. The calculation puts the HOMO energy at -4.1 eV.

---

Which is most stable? The ranking, best first, is <i>, <ii>.

---

<i>
Below is a cluster of 2 separate species, C4H5ClOS in total, with properties calculated with wB97M-V/def2-TZVPD.

Last column: Löwdin charge in e.
CARTESIAN COORDINATES (ANGSTROEM)
1 C 1.65 -2.01 1.56  -0.13
2 C 2.10 -1.36 2.62  -0.58
3 C 0.23 1.89 1.64  -0.49
4 C -0.92 1.20 -0.69  -0.43
5 O 0.83 1.94 2.66  -0.21
6 S 0.13 0.53 0.58  0.90
7 Cl 2.00 0.10 3.37  0.81
8 H 1.73 -3.02 1.37  0.01
9 H 1.08 -1.23 0.86  -0.05
10 H -1.15 2.26 -0.62  0.03
11 H -1.91 0.63 -0.76  0.06
12 H -0.48 1.07 -1.76  0.07

The value obtained for the molar mass is 136.60 g mol⁻¹. Its HOMO-LUMO gap (spin up / spin down) is 7.150 / 8.403 eV. As for the net charge: 0. The calculation puts the HOMO energy (spin up / spin down) at -7.9 / -8.3 eV.

---

<ii>
Below is an isolated molecule of C4H5ClOS, with properties calculated with wB97M-V/def2-TZVPD.

Last column: Löwdin charge in e.
CARTESIAN COORDINATES (ANGSTROEM)
1 S 1.69 -0.69 -1.71  0.64
2 C 0.32 -0.19 -0.80  -0.75
3 C -0.79 0.72 -1.08  -0.19
4 O -1.68 -0.45 -0.47  -0.17
5 C -0.51 -1.12 0.19  -0.32
6 C -0.19 -0.55 1.59  -0.40
7 Cl -0.26 1.34 1.76  0.55
8 H -0.94 1.03 -2.33  0.19
9 H -0.81 1.70 -0.21  0.09
10 H -0.74 -2.21 0.06  0.17
11 H -0.63 -0.89 2.57  0.08
12 H 0.95 -0.83 1.63  0.11

The value obtained for the molar mass is 136.60 g mol⁻¹. Its HOMO-LUMO gap is 8.220 eV. As for the net charge: 0. The calculation puts the HOMO energy at -9.0 eV.

---

Which is most stable? The ranking, best first, is <ii>, <i>.